[1]
The following is a DFT calculation (ωB97M-V/def2-TZVPD) of a 12-piece molecular cluster, C70H172N12O18 overall in a non-equilibrium geometry.

The multiplicity is 1. For the relative energy (zero: lowest compared OMol25 entry of this formula, charge and spin), the calculation gives 0.0 kcal per mole. Its total energy is -4781.0265 hartree. The SMILES is CC1(C)CCCC(C)(C)N1O.CC1(C)CCCC(C)(C)N1O.COC[C@H](C)N.COC[C@H](C)N.COC[C@H](C)N.COC[C@H](C)N.COCCNCCOC.COCCNCCOC.COCCNCCOC.COCCNCCOC.COCCNCCOC.COCCNCCOC. The value obtained for the orbital gap is 8.12 eV.

Geometry (Å):
C1 -6.39 -3.85 6.66
C2 -5.78 -3.17 7.95
C3 -5.22 -1.82 7.53
C4 -7.00 -2.94 8.93
C5 -6.60 -2.49 10.36
C6 -5.61 -3.49 10.97
C7 -4.38 -3.71 9.99
C8 -3.37 -2.53 10.14
C9 -3.65 -4.99 10.62
N1 -4.83 -4.11 8.61
O1 -3.81 -4.43 7.76
H1 -7.04 -4.70 6.87
H2 -7.21 -3.22 6.32
H3 -5.70 -3.93 5.82
H4 -5.16 -1.10 8.35
H5 -4.28 -1.87 6.99
H6 -5.89 -1.34 6.81
H7 -7.61 -2.16 8.47
H8 -7.55 -3.87 9.01
H9 -6.27 -1.46 10.38
H10 -7.52 -2.45 10.94
H11 -6.18 -4.42 11.05
H12 -5.28 -3.05 11.91
H13 -2.57 -2.86 10.80
H14 -3.82 -1.64 10.56
H15 -2.86 -2.26 9.21
H16 -2.87 -5.34 9.95
H17 -4.38 -5.79 10.64
H18 -3.30 -4.89 11.64
H19 -4.09 -5.30 7.49
C10 -0.53 -3.32 3.67
C11 -0.76 -4.31 4.81
C12 -2.09 -4.97 4.55
C13 0.37 -5.37 4.85
C14 1.72 -4.84 5.34
C15 1.50 -4.30 6.76
C16 0.32 -3.28 6.94
C17 -0.01 -3.36 8.47
C18 0.85 -1.89 6.53
N2 -0.83 -3.63 6.14
O2 -1.93 -2.81 6.36
H20 -1.34 -2.59 3.70
H21 0.43 -2.83 3.84
H22 -0.48 -3.77 2.68
H23 -2.00 -5.73 3.78
H24 -2.42 -5.42 5.49
H25 -2.87 -4.24 4.32
H26 -0.01 -6.25 5.37
H27 0.48 -5.76 3.84
H28 2.44 -5.66 5.33
H29 2.03 -4.05 4.65
H30 2.36 -3.66 7.00
H31 1.66 -5.08 7.50
H32 0.92 -3.43 9.04
H33 -0.50 -4.32 8.62
H34 -0.61 -2.53 8.86
H35 1.33 -1.88 5.54
H36 1.51 -1.44 7.27
H37 0.09 -1.12 6.42
H38 -2.59 -3.41 6.74
C19 -3.76 -7.89 0.68
O3 -3.13 -6.61 0.34
C20 -3.37 -6.09 -0.97
C21 -2.53 -4.73 -1.09
C22 -2.86 -3.65 -0.07
N3 -2.73 -4.06 -2.37
H39 -3.47 -8.21 1.67
H40 -3.48 -8.62 -0.08
H41 -4.85 -7.83 0.65
H42 -3.16 -6.78 -1.79
H43 -4.42 -5.79 -1.02
H44 -1.52 -5.05 -0.84
H45 -2.58 -2.65 -0.41
H46 -2.38 -3.74 0.90
H47 -3.92 -3.69 0.19
H48 -2.04 -3.33 -2.47
H49 -2.43 -4.69 -3.10
C23 -1.34 -9.03 3.70
O4 -0.03 -8.49 3.84
C24 0.91 -9.43 4.16
C25 2.13 -8.88 4.91
C26 3.10 -8.28 3.98
N4 2.92 -9.91 5.55
H50 -1.64 -9.69 4.51
H51 -1.48 -9.64 2.81
H52 -2.06 -8.22 3.55
H53 0.49 -10.23 4.77
H54 1.24 -9.92 3.25
H55 1.68 -8.26 5.69
H56 3.80 -7.66 4.53
H57 2.53 -7.61 3.33
H58 3.58 -9.01 3.34
H59 3.37 -10.44 4.82
H60 3.69 -9.49 6.04
C27 0.51 -7.75 0.69
O5 0.94 -6.95 -0.36
C28 2.00 -7.49 -1.15
C29 3.29 -7.84 -0.43
C30 3.95 -6.71 0.38
N5 4.21 -8.47 -1.41
H61 -0.51 -7.53 1.01
H62 0.93 -7.42 1.65
H63 0.62 -8.83 0.58
H64 1.51 -8.27 -1.73
H65 2.27 -6.82 -1.97
H66 3.00 -8.56 0.34
H67 3.36 -6.24 1.16
H68 4.30 -5.96 -0.34
H69 4.81 -7.06 0.95
H70 3.85 -9.31 -1.83
H71 5.21 -8.53 -1.29
C31 1.96 1.60 10.48
O6 1.42 1.16 9.24
C32 0.81 2.31 8.63
C33 0.51 2.00 7.11
C34 1.80 1.77 6.30
N6 -0.27 3.00 6.41
H72 1.16 2.11 11.02
H73 2.85 2.18 10.24
H74 2.25 0.76 11.11
H75 -0.16 2.56 9.06
H76 1.49 3.17 8.67
H77 -0.07 1.08 7.21
H78 2.44 2.64 6.14
H79 1.57 1.34 5.32
H80 2.46 1.09 6.84
H81 -1.13 2.59 6.09
H82 0.25 3.16 5.56
C35 -0.51 -6.28 11.66
O7 -0.65 -6.04 13.06
C36 -1.14 -7.17 13.79
C37 -1.17 -6.65 15.28
N7 -1.87 -7.67 16.04
C38 -1.52 -7.68 17.45
C39 -2.20 -8.78 18.34
O8 -1.57 -8.86 19.62
C40 -2.32 -9.65 20.52
H83 -1.42 -6.79 11.37
H84 0.33 -6.95 11.49
H85 -0.27 -5.51 10.93
H86 -0.55 -8.09 13.72
H87 -2.12 -7.43 13.40
H88 -1.68 -5.70 15.45
H89 -0.10 -6.64 15.48
H90 -1.46 -8.52 15.70
H91 -1.88 -6.75 17.89
H92 -0.46 -7.68 17.71
H93 -2.21 -9.69 17.74
H94 -3.26 -8.66 18.53
H95 -2.70 -10.55 20.05
H96 -3.23 -9.21 20.92
H97 -1.75 -10.02 21.38
C41 -2.80 5.64 2.78
O9 -2.88 4.27 3.18
C42 -2.94 4.19 4.61
C43 -3.25 2.73 5.05
N8 -2.28 1.70 4.54
C44 -2.51 0.39 5.11
C45 -3.88 -0.15 4.58
O10 -4.24 0.25 3.26
C46 -3.85 -0.72 2.29
H98 -2.76 5.66 1.69
H99 -1.93 6.18 3.12
H100 -3.70 6.25 2.84
H101 -3.79 4.79 4.93
H102 -2.01 4.51 5.08
H103 -4.29 2.50 4.85
H104 -3.08 2.73 6.13
H105 -2.31 1.78 3.54
H106 -2.51 0.40 6.20
H107 -1.71 -0.23 4.71
H108 -4.64 0.31 5.21
H109 -4.02 -1.22 4.75
H110 -3.78 -0.33 1.28
H111 -4.69 -1.38 2.11
H112 -2.95 -1.25 2.60
C47 3.04 -3.93 10.93
O11 4.17 -4.62 11.53
C48 4.27 -5.90 11.05
C49 5.60 -6.51 11.40
N9 6.64 -5.65 11.04
C50 8.00 -6.07 11.48
C51 8.70 -7.01 10.55
O12 7.95 -8.21 10.72
C52 8.59 -9.44 10.31
H113 3.11 -3.91 9.84
H114 2.99 -2.92 11.33
H115 2.15 -4.46 11.28
H116 4.01 -6.21 10.03
H117 3.44 -6.37 11.57
H118 5.64 -7.43 10.81
H119 5.52 -6.86 12.43
H120 6.51 -4.72 11.41
H121 7.90 -6.47 12.49
H122 8.59 -5.18 11.72
H123 9.74 -7.12 10.84
H124 8.65 -6.54 9.57
H125 7.87 -10.25 10.44
H126 9.35 -9.69 11.04
H127 9.10 -9.48 9.35
C53 0.26 -7.84 8.39
O13 -1.07 -8.06 8.75
C54 -2.04 -7.49 7.82
C55 -3.52 -7.84 8.07
N10 -4.41 -7.13 7.23
C56 -4.41 -7.70 5.90
C57 -5.38 -6.88 4.99
O14 -6.72 -7.12 5.34
C58 -7.63 -6.31 4.56
H128 0.40 -6.80 8.10
H129 0.62 -8.48 7.58
H130 0.90 -8.13 9.22
H131 -1.69 -7.66 6.80
H132 -2.08 -6.41 7.98
H133 -3.76 -7.59 9.10
H134 -3.65 -8.92 8.03
H135 -5.35 -7.20 7.58
H136 -4.65 -8.77 5.90
H137 -3.42 -7.61 5.46
H138 -5.29 -7.19 3.94
H139 -5.09 -5.83 5.05
H140 -7.55 -5.26 4.81
H141 -8.65 -6.63 4.81
H142 -7.49 -6.40 3.48
C59 1.22 -3.73 0.34
O15 1.22 -2.87 -0.79
C60 1.04 -3.43 -2.06
C61 0.72 -2.35 -3.06
N11 -0.57 -1.76 -2.69
C62 -0.99 -0.78 -3.65
C63 -1.62 -1.44 -4.94
O16 -2.24 -0.39 -5.64
C64 -2.70 -0.73 -6.96
H143 0.18 -4.02 0.45
H144 1.61 -3.37 1.29
H145 1.84 -4.63 0.26
H146 0.32 -4.24 -1.97
H147 1.94 -3.99 -2.36
H148 0.64 -2.83 -4.03
H149 1.57 -1.71 -3.29
H150 -0.44 -1.32 -1.79
H151 -0.21 -0.09 -3.96
H152 -1.81 -0.22 -3.21
H153 -2.36 -2.21 -4.67
H154 -0.81 -1.85 -5.54
H155 -3.58 -1.37 -6.97
H156 -1.90 -1.26 -7.47
H157 -3.04 0.09 -7.59
C65 3.60 -14.44 4.49
O17 4.16 -13.48 5.36
C66 3.91 -13.90 6.70
C67 4.69 -13.04 7.67
N12 4.19 -11.66 7.82
C68 5.10 -10.76 8.51
C69 4.51 -9.37 8.40
O18 4.84 -8.75 7.15
C70 4.81 -7.28 7.27
H158 4.29 -15.25 4.24
H159 3.51 -13.95 3.51
H160 2.62 -14.78 4.79
H161 4.25 -14.93 6.84
H162 2.85 -13.84 6.97
H163 5.74 -13.05 7.36
H164 4.76 -13.50 8.65
H165 3.87 -11.30 6.93
H166 6.10 -10.77 8.08
H167 5.13 -11.12 9.54
H168 4.95 -8.78 9.19
H169 3.43 -9.33 8.51
H170 4.91 -6.77 6.31
H171 5.56 -6.95 7.98
H172 3.86 -7.06 7.75

Löwdin population analysis, charges in e, atoms 1 to 2: number 1, C, carries -0.04; number 2, C, carries -0.45

[2]
The following is a DFT calculation (ωB97M-V/def2-TZVPD) of C3H6MgO4STl as an isolated structure in a non-equilibrium geometry.

Its total charge is +1. The multiplicity is 1. For the relative energy (zero: lowest compared OMol25 entry of this formula, charge and spin), the calculation gives 3.8 kcal per mole. Its total energy is -1189.2359 hartree. The value obtained for the orbital gap (spin up / spin down) is 6.69 / 6.40 eV.

Geometry (Å):
Mg1 0.65 1.60 0.53
S1 3.34 0.81 -0.42
O1 2.92 -0.69 0.12
O2 2.57 1.88 0.53
O3 -0.01 1.00 -1.23
C1 -1.30 0.47 -1.19
C2 -1.51 -0.75 -0.28
O4 -0.33 -1.14 0.41
C3 0.02 -0.22 1.55
Tl1 1.27 -1.09 -0.77
H1 -1.50 0.11 -2.22
H2 -2.02 1.25 -0.87
H3 -1.77 -1.62 -0.89
H4 -2.30 -0.55 0.46
H5 0.84 -0.78 2.03
H6 -0.85 -0.27 2.22

Löwdin population analysis, charges in e, atoms 1 to 2: number 1, Mg, carries 0.85; number 2, S, carries 1.04

[3]
The following is a DFT calculation (ωB97M-V/def2-TZVPD) of C3H12FHfN6O3 as an isolated structure in a non-equilibrium geometry.

Its total charge is +3. The multiplicity is 1. For the relative energy (zero: lowest compared OMol25 entry of this formula, charge and spin), the calculation gives 116.3 kcal per mole. Its total energy is -822.3972 hartree. The value obtained for the orbital gap is 2.28 eV.

Geometry (Å):
Hf1 -26.85 6.36 -38.90
F1 -28.29 6.19 -37.34
C1 -28.82 5.61 -32.71
O1 -27.77 5.97 -32.22
N1 -29.55 4.65 -32.04
N2 -29.29 5.91 -33.97
H1 -30.38 4.26 -32.47
H2 -29.36 4.56 -31.05
H3 -28.65 6.22 -34.69
H4 -30.12 5.39 -34.23
C2 -31.69 7.18 -36.36
O2 -32.75 7.77 -36.16
N3 -30.49 7.85 -36.38
N4 -31.64 5.89 -36.83
H5 -29.69 7.31 -36.67
H6 -30.42 8.82 -36.11
H7 -32.49 5.35 -36.86
H8 -30.72 5.52 -37.00
C3 -29.85 7.42 -40.51
O3 -28.70 7.11 -39.98
N5 -30.88 6.59 -40.33
N6 -29.98 8.44 -41.34
H9 -30.77 5.88 -39.62
H10 -31.75 6.68 -40.82
H11 -29.19 9.07 -41.41
H12 -30.65 8.44 -42.10

Löwdin population analysis, charges in e, atoms 1 to 2: number 1, Hf, carries 2.11; number 2, F, carries -0.53

[4]
The following is a DFT calculation (ωB97M-V/def2-TZVPD) of a 2-piece molecular cluster, C5H14 overall in a non-equilibrium geometry.

The multiplicity is 1. For the relative energy (zero: lowest compared OMol25 entry of this formula, charge and spin), the calculation gives 5.9 kcal per mole. Its total energy is -198.8798 hartree. The SMILES is CCC.CC. The value obtained for the orbital gap is 12.18 eV.

Geometry (Å):
C1 1.59 -1.30 -1.67
C2 2.64 -0.47 -2.39
C3 3.20 0.68 -1.59
H1 0.94 -0.63 -1.11
H2 1.06 -1.98 -2.34
H3 2.01 -1.88 -0.84
H4 3.49 -1.12 -2.64
H5 2.27 -0.14 -3.34
H6 4.01 1.16 -2.14
H7 3.58 0.38 -0.60
H8 2.43 1.40 -1.33
C4 -2.78 0.67 2.88
C5 -4.04 0.33 2.10
H9 -2.17 -0.17 3.18
H10 -2.15 1.34 2.31
H11 -3.07 1.12 3.83
H12 -3.76 -0.03 1.11
H13 -4.70 1.18 2.04
H14 -4.53 -0.56 2.51

Löwdin population analysis, charges in e, atoms 1 to 2: number 1, C, carries -0.13; number 2, C, carries -0.34

[5]
The following is a DFT calculation (ωB97M-V/def2-TZVPD) of a 5-piece molecular cluster, C22H50BF2O12S overall in a non-equilibrium geometry.

Its total charge is -1. The multiplicity is 1. Its total energy is -2393.8269 hartree. The value obtained for the orbital gap is 7.44 eV.

Geometry (Å):
C1 1.83 -0.97 -1.29
C2 0.99 -0.30 -0.51
C3 0.40 1.01 -0.90
O1 0.87 1.55 -2.10
B1 -0.06 2.63 -2.39
S1 -0.63 2.32 -4.30
O2 -0.30 0.99 -4.77
O3 -1.98 2.74 -4.59
F1 0.33 3.27 -5.19
O4 -1.18 2.54 -1.47
C4 -1.13 1.22 -0.87
C5 -2.06 0.33 -1.71
C6 -1.56 -1.05 -2.08
F2 -3.24 0.15 -0.95
H1 2.29 -0.46 -2.12
H2 2.04 -2.03 -1.16
H3 0.73 -0.66 0.49
H4 0.73 1.71 -0.10
H5 0.35 3.77 -2.38
H6 -1.50 1.32 0.15
H7 -2.34 0.88 -2.61
H8 -0.90 -0.98 -2.94
H9 -2.43 -1.64 -2.40
H10 -1.10 -1.58 -1.26
C7 2.44 8.86 0.10
O5 1.84 8.19 1.19
C8 0.67 7.47 0.83
C9 0.93 6.00 0.63
O6 1.79 5.76 -0.47
C10 3.13 5.50 -0.12
H11 3.45 9.14 0.40
H12 2.51 8.21 -0.78
H13 1.88 9.76 -0.16
H14 0.22 7.90 -0.08
H15 -0.05 7.60 1.65
H16 -0.02 5.50 0.41
H17 1.34 5.56 1.54
H18 3.24 4.48 0.26
H19 3.50 6.21 0.63
H20 3.73 5.60 -1.02
C11 9.95 4.86 -1.21
O7 9.17 3.79 -1.71
C12 8.09 3.43 -0.86
C13 6.78 4.01 -1.31
O8 6.77 5.43 -1.25
C14 6.99 6.05 -2.50
H21 10.56 5.23 -2.04
H22 9.32 5.68 -0.85
H23 10.61 4.52 -0.41
H24 8.30 3.74 0.17
H25 8.02 2.34 -0.87
H26 5.98 3.65 -0.65
H27 6.54 3.67 -2.33
H28 6.09 6.01 -3.12
H29 7.82 5.59 -3.04
H30 7.24 7.10 -2.30
C15 -1.11 -5.08 -1.49
O9 -2.33 -4.36 -1.40
C16 -3.43 -5.02 -1.99
C17 -4.30 -5.71 -0.95
O10 -3.62 -6.76 -0.29
C18 -3.11 -6.39 0.97
H31 -0.41 -4.62 -0.80
H32 -1.24 -6.13 -1.23
H33 -0.70 -5.01 -2.51
H34 -3.10 -5.74 -2.74
H35 -4.03 -4.26 -2.50
H36 -5.17 -6.15 -1.46
H37 -4.66 -4.97 -0.23
H38 -3.91 -6.36 1.72
H39 -2.60 -5.42 0.94
H40 -2.38 -7.15 1.27
C19 -7.01 -6.67 6.78
O11 -7.38 -7.74 5.93
C20 -7.82 -7.33 4.65
C21 -6.74 -7.47 3.60
O12 -5.64 -6.61 3.85
C22 -4.54 -7.26 4.47
H41 -6.45 -7.09 7.61
H42 -6.37 -5.95 6.26
H43 -7.89 -6.15 7.17
H44 -8.17 -6.29 4.68
H45 -8.66 -7.96 4.37
H46 -7.15 -7.19 2.63
H47 -6.41 -8.51 3.54
H48 -3.99 -7.86 3.74
H49 -4.85 -7.90 5.30
H50 -3.88 -6.48 4.85

Löwdin population analysis, charges in e, atoms 1 to 2: number 1, C, carries 0.01; number 2, C, carries -0.13

[6]
The following is a DFT calculation (ωB97M-V/def2-TZVPD) of one molecule with the formula C20H20O5S in a non-equilibrium geometry.

The multiplicity is 1. Its total energy is -1548.4489 hartree. The SMILES is C=C1C(=O)c2sccc2[C@@H](c2ccc(OC)c(OC)c2)[C@@H]1COC(C)=O. The value obtained for the orbital gap is 8.10 eV.

Geometry (Å):
C1 -1.87 -1.48 4.05
C2 -1.75 -0.30 3.31
C3 -2.64 0.84 3.58
O1 -3.05 1.04 4.71
C4 -3.00 1.66 2.44
S1 -4.10 2.99 2.57
C5 -3.90 3.27 0.84
C6 -3.12 2.36 0.21
C7 -2.54 1.41 1.15
C8 -1.58 0.25 0.83
C9 -0.56 0.65 -0.27
C10 0.26 1.73 -0.09
C11 1.29 2.01 -1.02
C12 1.61 1.16 -2.08
O2 2.71 1.58 -2.85
C13 3.21 0.83 -3.98
C14 0.77 0.02 -2.23
O3 1.00 -0.83 -3.27
C15 0.64 -2.21 -3.08
C16 -0.34 -0.20 -1.36
C17 -0.78 -0.13 2.16
C18 0.13 -1.41 1.94
O4 1.27 -1.02 1.11
C19 1.94 -2.02 0.55
C20 3.19 -1.64 -0.27
O5 1.62 -3.21 0.64
H1 -2.64 -1.56 4.79
H2 -1.28 -2.38 3.86
H3 -4.35 4.13 0.32
H4 -2.87 2.39 -0.87
H5 -2.21 -0.57 0.43
H6 0.12 2.38 0.79
H7 1.92 2.91 -0.85
H8 2.39 0.79 -4.72
H9 3.49 -0.18 -3.67
H10 4.02 1.35 -4.44
H11 1.15 -2.76 -3.89
H12 -0.45 -2.29 -3.22
H13 0.89 -2.62 -2.10
H14 -0.97 -1.06 -1.43
H15 -0.13 0.70 2.46
H16 0.50 -1.75 2.91
H17 -0.44 -2.23 1.50
H18 4.03 -1.55 0.40
H19 3.03 -0.69 -0.78
H20 3.40 -2.35 -1.07

Löwdin population analysis, charges in e, atoms 1 to 2: number 1, C, carries 0.14; number 2, C, carries -0.16

[7]
The following is a DFT calculation (ωB97M-V/def2-TZVPD) of a 2-piece molecular cluster, H2N3O2S overall in a non-equilibrium geometry.

Its total charge is -1. The multiplicity is 1. For the relative energy (zero: lowest compared OMol25 entry of this formula, charge and spin), the calculation gives 31.7 kcal per mole. Its total energy is -714.0366 hartree. The value obtained for the orbital gap is 7.95 eV.

Geometry (Å):
N1 2.10 -0.08 -0.02
N2 -0.41 -0.67 0.33
N3 -1.46 -0.38 -0.41
O1 -2.40 -1.30 -0.42
O2 2.37 1.16 0.43
S1 3.30 -1.05 -0.53
H1 0.43 -0.19 0.07
H2 -0.27 -1.64 0.64

Löwdin population analysis, charges in e, atoms 1 to 2: number 1, N, carries -0.78; number 2, N, carries 0.05